(1)
Density functional theory data (ωB97M-V/def2-TZVPD) for a single CH2N4O2 molecule.

```
9
CH2N4O2 | the OMol25 dataset | ωB97M-V/def2-TZVPD
N -1.5200 -2.2040 0.1675
C -0.9189 -1.2512 0.0145
N -0.0575 -0.2448 -0.0380
N 1.2823 -0.4368 0.0485
N -0.5969 1.1010 0.0715
O -1.7820 1.2076 -0.0052
O 0.2814 1.9437 0.2034
H 1.6842 0.3978 0.4412
H 1.6275 -0.5133 -0.9034
```

Its total energy is -408.62966 Ha. The HOMO-LUMO gap comes out at 10.159 eV. Its multiplicity is 1. The HOMO energy comes out at -10.52 eV.

Results of the natural (NBO) charge analysis, in e, for atoms 1 through 6: -0.281, 0.385, -0.207, -0.593, 0.645, -0.314

(2)
Density functional theory data (ωB97M-V/def2-TZVPD) for a molecular structure, C35H35BF4N5Sc.

```
81
C35H35BF4N5Sc | the OMol25 dataset | ωB97M-V/def2-TZVPD
Sc 2.0224 -0.1093 -0.1728
C 1.5242 0.2123 3.4156
N 2.3974 0.1689 2.2501
C 3.6540 0.2414 2.4919
C 4.6470 0.2946 1.4633
C 6.0303 0.4269 1.6014
C 6.5330 0.4935 0.2944
C 5.4197 0.4115 -0.5481
N 4.2789 0.2836 0.1486
C 1.1266 -1.1309 3.9842
C 0.9816 -2.2461 3.1652
C 0.5322 -3.4423 3.7091
C 0.2259 -3.5477 5.0602
C 0.3790 -2.4372 5.8799
C 0.8298 -1.2395 5.3400
H 0.6091 0.7363 3.1360
H 1.9887 0.8102 4.2113
H 4.0176 0.3027 3.5257
H 6.5776 0.4704 2.5326
H 7.5631 0.6010 -0.0129
H 5.4004 0.4437 -1.6281
H 1.1933 -2.1709 2.0920
H 0.4193 -4.2978 3.0515
H -0.1276 -4.4862 5.4731
H 0.1513 -2.5006 6.9384
H 0.9504 -0.3700 5.9795
C -4.8612 2.1800 -0.7540
C -4.6908 1.0280 -1.6998
C -5.7641 0.4938 -2.3948
C -5.6139 -0.5724 -3.2725
C -4.3555 -1.1277 -3.4408
C -3.2630 -0.6217 -2.7528
C -3.4125 0.4666 -1.8907
N -2.3560 1.0242 -1.1803
C -0.9929 0.6682 -1.3096
N -0.5709 0.7952 -2.5851
C 0.6640 0.4622 -3.2169
C 1.7773 0.1052 -2.4688
C 2.9033 -0.2388 -3.2393
C 2.9303 -0.1834 -4.6235
C 1.7888 0.2109 -5.3148
C 0.6308 0.5302 -4.6258
C -0.6048 0.9429 -5.3826
N -0.2978 0.3263 -0.2803
C -0.9940 0.3298 0.9668
C -1.0984 1.5340 1.6654
C -1.7536 1.5816 2.8888
C -2.2920 0.4216 3.4271
C -2.1952 -0.7690 2.7210
C -1.5718 -0.8413 1.4771
C -1.5194 -2.1165 0.6986
H -5.8826 2.5593 -0.7859
H -4.1756 2.9957 -0.9982
H -4.6472 1.8915 0.2809
H -6.7425 0.9380 -2.2422
H -6.4669 -0.9672 -3.8099
H -4.2124 -1.9722 -4.1037
H -2.2890 -1.0760 -2.8734
H -2.5823 1.3945 -0.2706
H -1.2310 1.2876 -3.1591
H 3.7942 -0.5879 -2.7250
H 3.8298 -0.4512 -5.1702
H 1.7890 0.2632 -6.4004
H -0.4164 0.9130 -6.4569
H -0.9226 1.9653 -5.1432
H -1.4597 0.2892 -5.1791
H -0.6397 2.4206 1.2484
H -1.8142 2.5217 3.4245
H -2.7793 0.4367 4.3953
H -2.6077 -1.6802 3.1419
H -1.9589 -2.9362 1.2707
H -0.4685 -2.3442 0.4457
H -2.0703 -2.0160 -0.2429
F 2.1917 4.2556 -0.9626
B 1.2721 3.4882 -0.2581
F 1.8361 2.1883 0.0151
F 0.0842 3.3318 -0.9976
F 0.9612 4.0870 0.9806
C 1.8911 -2.1549 -0.0567
H 2.5778 -2.7615 0.5627
H 1.3272 -2.8278 -0.7245
```

Its total energy is -2813.86105 Ha. The HOMO-LUMO gap comes out at 3.491 eV. Its multiplicity is 1. As for the net charge: -2. The HOMO energy comes out at 0.66 eV.

Results of the Mulliken charge analysis, in e, for atoms 1 through 6: -0.871, -1.942, 0.953, -0.028, -0.285, -0.955

(3)
Density functional theory data (ωB97M-V/def2-TZVPD) for a molecular structure, C45H88ClO41P4.

```
179
C45H88ClO41P4 | the OMol25 dataset | ωB97M-V/def2-TZVPD
Cl -7.8026 6.3588 -18.5319
O -7.4899 5.1549 -19.2248
O -6.6970 6.8594 -17.8280
O -8.2194 7.2317 -19.5134
O -8.7873 6.0684 -17.5440
C -11.8500 6.8750 -20.6412
C -13.0760 6.0034 -20.4988
O -13.9764 6.3567 -21.5485
C -13.2497 7.1736 -22.4044
O -13.7123 7.6538 -23.4166
O -12.0575 7.3976 -21.9952
H -11.1414 6.0937 -20.3662
H -11.8160 7.6483 -19.8737
H -13.3162 6.2279 -19.4596
H -13.0063 4.9315 -20.6841
C -2.9766 6.1260 -17.0524
C -3.0859 5.9427 -18.5229
O -1.8498 6.5163 -18.9853
C -1.0855 6.5642 -17.9364
O 0.0404 7.1431 -17.9709
O -1.5615 6.0885 -16.8477
H -3.5130 5.3512 -16.5046
H -3.4267 7.0600 -16.7161
H -3.9724 6.4916 -18.8406
H -3.4358 5.0139 -18.9734
C -9.0218 6.3826 -23.4212
C -9.4165 4.9990 -22.8649
O -8.8576 4.1308 -23.8888
C -8.6857 4.8257 -24.9941
O -8.6917 4.3104 -26.1091
O -8.8143 6.1601 -24.7671
H -8.1048 6.5843 -22.8676
H -9.8118 7.1337 -23.4254
H -10.4665 4.7465 -22.7173
H -8.8371 4.9794 -21.9418
C -9.1462 7.2104 -12.1831
C -8.5979 7.3730 -13.6120
O -9.3611 8.5674 -13.9512
C -10.4981 8.5690 -13.2899
O -11.4797 9.1910 -13.6948
O -10.4783 7.7160 -12.3628
H -8.6685 7.8341 -11.4275
H -9.0725 6.1646 -11.8847
H -8.9218 6.5460 -14.2438
H -7.5180 7.4787 -13.7158
C -7.8628 0.9776 -22.1030
C -7.5970 0.9708 -20.6158
O -8.4922 -0.0433 -20.2138
C -9.0890 -0.6807 -21.2201
O -9.7658 -1.6453 -21.1297
O -8.7587 -0.0208 -22.3339
H -6.9951 0.8049 -22.7397
H -8.3103 1.9039 -22.4632
H -7.9753 1.8986 -20.1865
H -6.5489 0.8171 -20.3589
C -11.0385 1.9295 -18.7603
C -10.7919 2.4541 -17.3124
O -11.9915 2.9454 -16.8109
C -12.9514 2.7045 -17.7421
O -14.1834 3.1161 -17.6230
O -12.3916 2.3608 -18.8829
H -10.9998 0.8422 -18.8256
H -10.2457 2.4712 -19.2762
H -10.0298 3.2332 -17.2936
H -10.3249 1.7922 -16.5831
C -4.8008 8.6096 -20.4755
C -5.6287 9.8122 -19.9944
O -4.8808 11.0252 -20.2805
C -3.7927 10.6180 -21.0550
O -2.8824 11.3127 -21.6081
O -3.6638 9.2072 -21.0119
H -5.1717 8.0471 -21.3323
H -4.7294 8.1784 -19.4770
H -6.0467 9.8021 -18.9877
H -6.5492 9.9428 -20.5634
C -3.9761 2.1793 -20.2113
C -3.7240 3.1322 -21.4396
O -2.4891 2.8938 -22.0391
P -0.9907 3.4004 -21.6853
O -0.9223 4.0724 -20.3630
O -0.0761 2.0672 -21.7000
C -0.0160 1.2300 -22.8412
C 0.9906 0.0390 -22.6827
O -0.5071 4.2882 -22.9916
C 0.7998 4.8671 -22.9566
C 0.9075 6.0421 -21.9466
H -4.2408 1.2207 -20.6576
H -3.1428 2.1225 -19.5109
H -4.8560 2.4081 -19.6100
H -4.5052 3.1234 -22.1996
H -3.7683 4.1932 -21.1939
H -1.0349 0.8662 -22.9740
H -0.0218 1.8621 -23.7292
H 0.8726 -0.4563 -21.7189
H 0.4369 -0.5384 -23.4230
H 2.0290 0.2020 -22.9715
H 1.5682 4.1853 -22.5922
H 1.1226 5.0841 -23.9749
H 0.0512 6.6723 -22.1870
H 0.9151 5.6150 -20.9438
H 1.8012 6.6532 -22.0729
C -6.0060 12.2110 -16.4424
C -5.9906 10.8063 -15.7348
O -4.6670 10.2828 -15.7893
P -3.4826 10.6698 -14.6914
O -3.0086 12.1277 -14.6674
O -4.2387 10.2299 -13.2656
C -4.2520 8.8962 -12.8589
C -3.1499 8.5572 -11.8349
O -2.4089 9.5518 -15.1298
C -1.2653 10.0718 -15.7477
C -1.3942 10.4805 -17.1813
H -6.9571 12.6483 -16.1385
H -5.1516 12.8093 -16.1259
H -5.9986 12.0245 -17.5162
H -6.3292 10.8459 -14.6994
H -6.7095 10.1079 -16.1630
H -5.2090 8.7576 -12.3560
H -4.1891 8.1208 -13.6224
H -3.0688 9.0876 -10.8861
H -3.3822 7.5525 -11.4818
H -2.1808 8.6685 -12.3211
H -0.8921 11.0280 -15.3808
H -0.3960 9.4405 -15.5637
H -1.3958 9.7268 -17.9687
H -2.1467 11.2304 -17.4253
H -0.5148 11.0790 -17.4192
C -9.1550 10.6447 -17.4260
C -10.5308 10.2992 -17.8815
O -11.3676 9.9439 -16.8010
P -12.8464 9.4004 -17.2903
O -13.2690 9.8879 -18.6641
O -12.6929 7.8356 -17.2158
C -12.1033 7.4335 -16.0328
C -12.5085 5.9179 -15.9228
O -13.7862 9.7566 -15.9578
C -14.2860 11.0565 -15.6618
C -15.6230 11.2431 -16.4225
H -9.0259 11.6316 -16.9817
H -8.9072 9.8545 -16.7173
H -8.4398 10.5782 -18.2459
H -10.9011 11.1692 -18.4238
H -10.6191 9.4374 -18.5431
H -11.0144 7.3970 -15.9998
H -12.5878 7.8751 -15.1620
H -12.1063 5.5766 -14.9690
H -13.5481 5.6066 -16.0246
H -12.1054 5.4426 -16.8171
H -14.2969 11.3025 -14.6000
H -13.5689 11.7707 -16.0665
H -15.8960 10.3448 -16.9762
H -16.3576 11.6892 -15.7520
H -15.5913 11.9799 -17.2251
C -5.2290 3.8668 -14.1262
C -6.5102 4.5532 -14.5666
O -7.4433 3.5564 -15.0165
P -8.3305 2.5667 -14.0717
O -7.6159 2.1504 -12.8033
O -9.7441 3.5124 -13.9470
C -10.7945 3.1445 -12.9431
C -11.1712 4.5383 -12.4060
O -8.7607 1.3302 -15.0630
C -7.7685 0.9135 -16.1156
C -7.0064 -0.3857 -15.9548
H -5.3800 3.3334 -13.1877
H -4.9295 3.0290 -14.7560
H -4.4354 4.6090 -14.0394
H -7.1170 4.9236 -13.7404
H -6.4439 5.1680 -15.4642
H -11.6663 2.6386 -13.3581
H -10.4644 2.4021 -12.2165
H -12.2106 4.4248 -12.0983
H -10.8209 4.6975 -11.3862
H -10.9886 5.4719 -12.9382
H -8.2048 0.8271 -17.1107
H -7.0915 1.7657 -16.1744
H -6.0332 -0.3889 -15.4640
H -7.7200 -1.1148 -15.5708
H -6.5505 -0.6899 -16.8970
```

Its total energy is -6677.90313 Ha. The HOMO-LUMO gap comes out at 9.702 eV. Its multiplicity is 1. As for the net charge: -1. The HOMO energy comes out at -8.22 eV.

Results of the Mulliken charge analysis, in e, for atoms 1 through 6: 0.491, -0.528, -0.267, -0.483, -0.211, 1.378

(4)
Density functional theory data (ωB97M-V/def2-TZVPD) for a single C4H7NO2 molecule.

```
14
C4H7NO2 | the OMol25 dataset | ωB97M-V/def2-TZVPD
O 1.9207 1.1593 -0.2834
C 2.0275 0.0427 0.0965
N 0.9619 -0.8904 0.3276
O -0.1164 -0.7247 -0.5873
C -1.1403 -0.5143 0.2403
C -2.2808 0.2031 -0.4196
C -1.3458 0.8285 0.5647
H 3.0570 -0.4917 0.4372
H 1.3848 -1.8899 0.1455
H -1.0558 -1.3874 0.9327
H -3.3583 0.1394 -0.0092
H -2.2778 0.3959 -1.4281
H -0.5529 1.4799 0.2426
H -1.9285 1.1501 1.4594
```

Its total energy is -361.70685 Ha. The HOMO-LUMO gap comes out at 10.987 eV. Its multiplicity is 1. The HOMO energy comes out at -10.13 eV.

Results of the natural (NBO) charge analysis, in e, for atoms 1 through 6: -0.533, 0.542, -0.384, -0.364, 0.066, -0.426

(5)
Density functional theory data (ωB97M-V/def2-TZVPD) for a gas-phase ion, CH2N2O3P (charge -1).

```
9
CH2N2O3P | the OMol25 dataset | ωB97M-V/def2-TZVPD
N -1.7888 2.8398 -0.5306
C -1.2202 1.8573 -0.2353
P -0.5737 0.1422 -0.3209
O -1.4381 -0.7515 0.5018
O -0.3403 -0.1541 -1.7183
O 1.2884 0.2551 0.5712
N 1.6699 -1.1021 0.6444
H 1.5408 -1.5823 -0.1911
H 0.8620 -1.5043 1.2788
```

Its total energy is -715.95635 Ha. The HOMO-LUMO gap comes out at 9.612 eV. Its multiplicity is 1. As for the net charge: -1. The HOMO energy comes out at -5.25 eV.

Results of the natural (NBO) charge analysis, in e, for atoms 1 through 6: -0.360, -0.093, 2.213, -1.112, -1.106, -0.648

(6)
Density functional theory data (ωB97M-V/def2-TZVPD) for a gas-phase ion, C6H6NO3P2S (charge -1).

```
19
C6H6NO3P2S | the OMol25 dataset | ωB97M-V/def2-TZVPD
O 4.0534 0.3398 2.7838
C 2.8321 0.2774 2.6941
O 2.1049 0.2391 3.7737
C 2.0665 0.3820 1.4427
S 2.7419 0.6927 -0.1360
C 1.2501 0.3245 -0.8682
C 0.2151 0.1379 -0.0300
N -1.0604 -0.0268 -0.2020
C -1.7184 -0.3882 -1.4191
P -3.2671 -1.0953 -1.0825
P -0.9944 -0.5301 -3.0927
C 0.7230 0.0152 1.3545
O 0.0271 -0.3294 2.3660
H 1.0843 0.0708 3.4372
H 1.2643 0.9259 -1.7936
H -3.5250 -0.3661 0.0227
H -4.1221 -0.0066 -1.7391
H -1.6471 0.6032 -3.8349
H -2.0283 -1.2659 -3.6768
```

Its total energy is -1593.57756 Ha. The HOMO-LUMO gap comes out at 6.129 eV. Its multiplicity is 1. As for the net charge: -1. The HOMO energy comes out at -4.05 eV.

Results of the natural (NBO) charge analysis, in e, for atoms 1 through 6: -0.676, 0.761, -0.707, -0.523, 0.462, -0.409

(7)
Density functional theory data (ωB97M-V/def2-TZVPD) for a molecular structure, C38H32CuNO8.

```
80
C38H32CuNO8 | the OMol25 dataset | ωB97M-V/def2-TZVPD
Cu -0.6725 0.3478 1.4296
C 0.4997 0.1447 -4.0820
C 0.7495 -1.0499 -3.1624
C 1.1329 -2.3007 -3.9478
O -0.4137 -1.3239 -2.4268
C -0.2596 -0.8703 -1.0764
C 1.2574 -0.6970 -0.8954
O 1.7763 -0.7602 -2.2371
C 1.7383 0.6024 -0.1541
O 1.2440 0.6484 1.1203
C 1.4084 1.8544 -1.0101
C 2.1925 2.1973 -2.1143
C 1.9297 3.3464 -2.8458
C 0.8730 4.1749 -2.4949
C 0.0882 3.8483 -1.3980
C 0.3679 2.7061 -0.6588
C 3.2784 0.5740 -0.0042
C 3.8522 1.6369 0.6949
C 5.2124 1.6859 0.9437
C 6.0409 0.6589 0.5043
C 5.4852 -0.4035 -0.1886
C 4.1173 -0.4450 -0.4446
C -0.9424 -1.9067 -0.1202
O -0.7978 -1.5620 1.1963
C -0.2951 -3.2849 -0.3711
C -0.6164 -4.0831 -1.4674
C -0.0406 -5.3374 -1.6242
C 0.8733 -5.8094 -0.6926
C 1.2126 -5.0128 0.3935
C 0.6279 -3.7637 0.5529
C -2.4547 -1.9855 -0.4266
C -3.1707 -1.0238 -1.1304
C -4.5556 -1.0946 -1.2258
C -5.2532 -2.1352 -0.6350
C -4.5494 -3.1077 0.0646
C -3.1716 -3.0241 0.1703
H -0.2844 -0.1084 -4.7978
H 1.4140 0.4237 -4.6083
H 0.1730 0.9919 -3.4805
H 0.3099 -2.5983 -4.5998
H 1.3301 -3.1043 -3.2380
H 2.0294 -2.1170 -4.5422
H -0.7551 0.0995 -0.9414
H 1.6491 -1.5376 -0.3163
H 3.0140 1.5522 -2.3984
H 2.5574 3.5963 -3.6956
H 0.6662 5.0727 -3.0678
H -0.7427 4.4808 -1.1087
H -0.2304 2.4610 0.2077
H 3.1918 2.4137 1.0612
H 5.6333 2.5259 1.4863
H 7.1066 0.6865 0.7045
H 6.1185 -1.2127 -0.5372
H 3.7151 -1.2813 -0.9985
H -1.3264 -3.7121 -2.1950
H -0.3126 -5.9536 -2.4753
H 1.3109 -6.7955 -0.8082
H 1.9285 -5.3729 1.1245
H 0.8493 -3.1302 1.4030
H -2.6690 -0.1901 -1.6003
H -5.0905 -0.3158 -1.7571
H -6.3347 -2.1794 -0.7023
H -5.0774 -3.9299 0.5369
H -2.6238 -3.7586 0.7488
O -3.8203 3.0488 1.4919
C -2.8796 2.3346 1.8653
O -2.3258 1.4145 1.1931
C -2.3485 2.5999 3.2783
C -1.2048 1.9900 3.7827
C -0.7431 2.2852 5.0616
C -1.4230 3.1797 5.8599
C -2.5751 3.7872 5.3590
C -3.0316 3.5054 4.0744
N -3.2891 4.7167 6.1883
O -2.8812 4.9331 7.3202
O -4.2819 5.2629 5.7477
H -0.6551 1.2735 3.1682
H 0.1565 1.8034 5.4226
H -1.0947 3.4256 6.8588
H -3.9174 3.9876 3.6881
```

Its total energy is -3764.41451 Ha. The HOMO-LUMO gap comes out at 4.793 eV. Its multiplicity is 1. As for the net charge: -2. The HOMO energy comes out at -0.98 eV.

Results of the Mulliken charge analysis, in e, for atoms 1 through 6: -0.004, -1.841, 1.477, -1.855, -0.319, -1.611

(8)
Density functional theory data (ωB97M-V/def2-TZVPD) for a single C31H35N3O3 molecule.

```
72
C31H35N3O3 | the OMol25 dataset | ωB97M-V/def2-TZVPD
C 3.6737 1.1656 -2.5843
O 2.5677 0.3169 -2.4074
C 1.5039 0.7821 -1.6881
C 1.4794 2.0182 -1.0535
C 0.3510 2.4333 -0.3716
C -0.7879 1.6458 -0.3384
C -2.0280 2.1707 0.3637
N -2.5381 3.3221 -0.3888
C -3.2321 2.9145 -1.5993
C -4.5170 2.1123 -1.3290
C -4.2303 1.0984 -0.2696
C -3.1022 1.1398 0.4991
N -3.1080 0.0990 1.3956
C -4.2507 -0.6307 1.2141
C -4.7058 -1.7667 1.8678
C -5.9169 -2.2917 1.4686
C -6.6608 -1.7037 0.4424
C -6.2144 -0.5780 -0.2129
C -4.9932 -0.0247 0.1686
C -0.7592 0.4156 -0.9799
C 0.3778 -0.0504 -1.6194
C 0.3980 -1.4434 -2.2089
N 0.8301 -2.5142 -1.3230
C -0.0089 -2.7461 -0.1687
C 0.2126 -1.7860 1.0198
C 1.5532 -1.1048 0.9934
C 1.7971 -0.0568 1.8796
C 3.0137 0.5950 1.9073
O 3.3218 1.6520 2.7153
C 2.2990 2.1964 3.5072
C 4.0451 0.1607 1.0471
O 5.2354 0.8264 1.1617
C 6.3417 0.3292 0.4543
C 3.7875 -0.8584 0.1525
C 2.5402 -1.4749 0.0985
C 2.2423 -2.4922 -0.9754
C 2.7237 -3.8879 -0.5565
H 4.3807 0.6043 -3.1948
H 3.3945 2.0844 -3.1107
H 4.1404 1.4238 -1.6290
H 2.3396 2.6675 -1.0758
H 0.3463 3.3954 0.1180
H -1.7265 2.5379 1.3554
H -3.1801 3.8482 0.1979
H -2.5326 2.3060 -2.1784
H -3.4606 3.8164 -2.1725
H -5.3155 2.7838 -0.9918
H -4.8593 1.6296 -2.2468
H -2.3919 -0.0914 2.0755
H -4.1297 -2.2220 2.6605
H -6.3006 -3.1755 1.9568
H -7.6054 -2.1469 0.1624
H -6.7942 -0.1280 -1.0052
H -1.6449 -0.2048 -0.9870
H 1.0624 -1.4567 -3.0761
H -0.6121 -1.7035 -2.5416
H 0.1815 -3.7728 0.1564
H -1.0514 -2.6980 -0.4916
H 0.1206 -2.3484 1.9544
H -0.5597 -1.0149 1.0280
H 1.0048 0.2433 2.5480
H 2.7392 3.0591 4.0052
H 1.9492 1.4853 4.2642
H 1.4497 2.5226 2.8966
H 7.1893 0.9359 0.7702
H 6.5365 -0.7208 0.6973
H 6.2146 0.4290 -0.6300
H 4.5458 -1.1808 -0.5441
H 2.7847 -2.2101 -1.8838
H 3.8104 -3.9085 -0.5432
H 2.3634 -4.6294 -1.2646
H 2.3696 -4.1430 0.4386
```

Its total energy is -1592.26435 Ha. The HOMO-LUMO gap comes out at 8.222 eV. Its multiplicity is 1. The HOMO energy comes out at -7.64 eV.

Results of the natural (NBO) charge analysis, in e, for atoms 1 through 6: -0.251, -0.516, 0.298, -0.300, -0.194, 0.021